The following is a quantum chemistry calculation of an isolated molecule of C6H9NO2Se in a non-equilibrium geometry, from OMol25.

Computed properties:
ΔE to the lowest compared entry with this formula, charge and spin: 165.7 kJ/mol
Orbital gap: 8.241 eV
HOMO level: -7.938 eV

ORCA input file:
```
! wB97M-V def2-TZVPD RIJCOSX def2/J DEFGRID3
* xyz 0 1
C -2.09 2.47 -0.44
C -1.62 1.29 -0.18
C -1.97 -0.22 -0.15
C -0.94 -1.15 0.65
C 0.55 -1.48 0.14
C 1.57 -0.35 0.20
N 2.76 -0.33 -0.24
O 3.47 -1.31 -0.27
O 3.43 0.92 -0.26
Se 0.56 1.44 0.20
H -1.36 3.27 -0.61
H -3.14 2.61 -0.46
H -2.94 -0.58 0.22
H -1.92 -0.56 -1.25
H -0.89 -0.85 1.66
H -1.57 -2.12 0.80
H 0.74 -1.83 -0.93
H 0.96 -2.17 0.89
H 4.39 0.96 0.05
*
```

=====

The following is a quantum chemistry calculation of an isolated molecule of C6H9NO3 in a non-equilibrium geometry, from OMol25.

Computed properties:
ΔE to the lowest compared entry with this formula, charge and spin: 315.8 kJ/mol
Orbital gap: 9.945 eV
HOMO level: -9.183 eV

ORCA input file:
```
! wB97M-V def2-TZVPD RIJCOSX def2/J DEFGRID3
* xyz 0 1
O -2.20 -1.27 -1.47
C -1.48 -0.31 -1.61
N 0.68 -1.32 -0.57
C 0.54 -0.31 0.42
C 0.58 -0.19 1.96
C -0.04 1.15 1.46
C 1.06 1.17 0.37
C -0.89 0.27 0.54
O -1.36 0.69 -0.74
H 1.46 -1.95 -0.44
H -0.08 -0.87 2.53
H 1.58 -0.12 2.41
H -0.38 1.99 2.08
H 2.09 1.32 0.72
H 0.86 1.74 -0.54
H -1.66 -0.37 1.00
H 0.82 -0.91 -1.69
O -0.61 -0.08 -2.87
H -0.97 -0.64 -3.57
*
```

=====

The following is a quantum chemistry calculation of an isolated molecule of C6H9NO4 in a non-equilibrium geometry, from OMol25.

Computed properties:
ΔE to the lowest compared entry with this formula, charge and spin: 539.1 kJ/mol
Orbital gap: 8.570 eV
HOMO level: -8.616 eV

ORCA input file:
```
! wB97M-V def2-TZVPD RIJCOSX def2/J DEFGRID3
* xyz 0 1
C 1.40 0.30 -1.41
C 1.14 -0.60 -0.40
C 0.33 -0.21 0.72
C -1.06 0.50 0.53
C 1.85 -1.95 -0.51
C -2.61 1.63 -0.97
N 0.65 -0.50 1.96
O 1.72 -1.08 2.20
O -0.02 -0.14 3.03
O -1.70 0.96 1.50
O -1.42 0.80 -0.80
H 2.12 0.00 -2.16
H 1.04 1.35 -1.38
H 1.80 -2.15 -1.60
H 2.87 -1.96 -0.32
H 1.39 -2.87 -0.07
H -3.27 1.12 -1.73
H -2.27 2.60 -1.29
H -3.02 1.90 0.01
H -0.93 0.29 2.70
*
```

=====

The following is a quantum chemistry calculation of an isolated molecule of C6H9NO4 in a non-equilibrium geometry, from OMol25.

Computed properties:
ΔE to the lowest compared entry with this formula, charge and spin: 331.9 kJ/mol
Orbital gap: 10.332 eV
HOMO level: -9.791 eV

ORCA input file:
```
! wB97M-V def2-TZVPD RIJCOSX def2/J DEFGRID3
* xyz 0 1
O 2.88 1.55 0.40
C 2.38 0.51 0.13
N 2.13 -0.66 0.35
C 1.32 -1.80 0.00
C -0.22 -1.42 0.13
C -0.54 -0.07 0.72
O -1.93 0.33 0.63
C -1.64 1.43 -0.22
C -0.10 1.21 -0.07
O 0.56 0.94 -1.29
O 0.37 2.25 0.67
H 1.53 -2.59 0.74
H 1.53 -2.29 -0.97
H -0.66 -1.39 -0.92
H -0.84 -2.15 0.65
H -0.38 0.11 1.88
H -2.00 2.34 0.35
H -2.00 1.48 -1.25
H 0.97 1.84 -1.54
H 1.32 2.16 0.99
*
```

=====

The following is a quantum chemistry calculation of C6H9NO5Se3TeV as an isolated structure in a non-equilibrium geometry, from OMol25.

Computed properties:
Orbital gap (spin up / spin down): 5.321 / 5.187 eV
HOMO level (spin up / spin down): -7.454 / -7.292 eV
⟨S²⟩: 1.12

ORCA input file:
```
! wB97M-V def2-TZVPD RIJCOSX def2/J DEFGRID3
* xyz 0 2
V -0.29 -1.19 0.15
O -0.86 -0.12 1.93
C -1.21 1.26 1.65
C 0.06 1.79 0.95
N 0.35 0.80 -0.15
C -0.44 1.16 -1.36
C -1.83 0.47 -1.57
O -2.69 0.94 -2.23
O -1.86 -0.73 -0.99
C 1.76 0.83 -0.52
C 2.22 -0.50 -1.05
O 3.26 -0.47 -1.70
O 1.37 -1.53 -0.87
H -1.54 -0.65 2.41
H -1.37 1.68 2.63
H -2.09 1.34 1.01
H 0.86 1.81 1.61
H 0.02 2.76 0.49
H 0.09 0.91 -2.27
H -0.63 2.27 -1.46
H 2.44 1.10 0.28
H 1.90 1.57 -1.34
Se -1.72 -3.33 -0.10
Se -0.48 -5.26 0.08
Te 1.78 -4.33 0.42
Se 0.90 -2.60 1.99
*
```

=====

The following is a quantum chemistry calculation of an isolated molecule of C6H9NOS in a non-equilibrium geometry, from OMol25.

Computed properties:
ΔE to the lowest compared entry with this formula, charge and spin: 179.2 kJ/mol
Orbital gap: 8.719 eV
HOMO level: -8.293 eV

ORCA input file:
```
! wB97M-V def2-TZVPD RIJCOSX def2/J DEFGRID3
* xyz 0 1
C 0.57 2.37 -0.12
C 0.49 1.01 0.55
C 1.37 0.06 0.32
S 1.40 -1.69 0.79
C -0.52 -1.71 1.23
C -1.17 -1.81 -0.21
N -0.61 -0.93 -1.13
C -0.66 0.15 -1.76
O -0.25 1.00 -2.53
H 0.05 2.41 -1.08
H 1.64 2.41 -0.55
H 0.48 3.25 0.44
H -0.55 0.92 0.94
H 2.31 0.32 -0.01
H -0.67 -0.74 1.80
H -0.74 -2.54 1.90
H -0.81 -2.83 -0.49
H -2.35 -1.66 -0.10
*
```

=====

The following is a quantum chemistry calculation of C6H9NOS as an isolated structure in a non-equilibrium geometry, from OMol25.

Computed properties:
ΔE to the lowest compared entry with this formula, charge and spin: 112.2 kJ/mol
Orbital gap: 8.752 eV
HOMO level: -8.629 eV

ORCA input file:
```
! wB97M-V def2-TZVPD RIJCOSX def2/J DEFGRID3
* xyz 0 1
C -0.83 0.37 0.36
C 2.01 -0.09 0.95
C -0.18 1.70 0.33
C 1.13 -0.60 -0.24
C -2.19 0.22 0.91
C 1.66 -1.54 -1.30
N -0.19 -0.61 -0.01
O 1.52 0.09 2.05
S 1.44 1.60 -0.47
H 3.10 -0.12 0.70
H -0.97 2.33 -0.12
H -0.09 2.01 1.29
H -2.51 -0.80 0.46
H -2.81 1.14 0.90
H -2.13 -0.08 1.93
H 2.49 -0.89 -1.80
H 0.92 -2.03 -1.98
H 2.31 -2.30 -0.76
*
```

=====

The following is a quantum chemistry calculation of an isolated molecule of C6H9NS in a non-equilibrium geometry, from OMol25.

Computed properties:
ΔE to the lowest compared entry with this formula, charge and spin: 208.5 kJ/mol
Orbital gap: 9.524 eV
HOMO level: -8.632 eV

ORCA input file:
```
! wB97M-V def2-TZVPD RIJCOSX def2/J DEFGRID3
* xyz 0 1
C 0.60 -2.06 0.51
C 0.15 -0.76 -0.10
S 0.37 -0.84 -1.86
C 1.05 0.25 -0.63
C 0.48 1.68 -0.30
C -0.88 1.40 0.43
N -1.95 0.75 -0.25
C -1.06 -0.12 0.50
H -0.30 -2.69 0.56
H 0.93 -1.84 1.48
H 1.37 -2.64 -0.13
H 2.09 -0.01 -0.60
H 1.26 2.30 0.35
H 0.36 2.26 -1.18
H -1.10 2.15 1.15
H -1.88 0.76 -1.32
H -1.48 -0.60 1.39
*
```

=====

The following is a quantum chemistry calculation of an isolated molecule of C6H9NS in a non-equilibrium geometry, from OMol25.

Computed properties:
ΔE to the lowest compared entry with this formula, charge and spin: 80.3 kJ/mol
Orbital gap: 8.278 eV
HOMO level: -8.239 eV

ORCA input file:
```
! wB97M-V def2-TZVPD RIJCOSX def2/J DEFGRID3
* xyz 0 1
C 2.02 -1.13 -0.59
C 0.75 -0.77 -0.48
C 0.28 0.54 -0.03
C 1.29 1.64 0.08
C -1.02 0.81 0.19
C -2.19 -0.10 0.13
N -2.01 -1.32 0.67
S -3.61 0.36 -0.61
H 2.25 -2.15 -0.95
H 2.82 -0.49 -0.31
H 0.01 -1.48 -0.78
H 1.85 1.79 -0.84
H 2.02 1.41 0.82
H 0.84 2.57 0.38
H -1.28 1.79 0.42
H -1.24 -1.52 1.25
H -2.79 -1.97 0.65
*
```

=====

The following is a quantum chemistry calculation of an isolated molecule of C6H9NS in a non-equilibrium geometry, from OMol25.

Computed properties:
ΔE to the lowest compared entry with this formula, charge and spin: 131.1 kJ/mol
Orbital gap: 7.877 eV
HOMO level: -8.111 eV

ORCA input file:
```
! wB97M-V def2-TZVPD RIJCOSX def2/J DEFGRID3
* xyz 0 1
C 2.76 -0.55 -0.42
C 1.54 -1.04 -0.27
C 0.59 -0.61 0.83
C -0.71 -0.04 0.29
C -1.77 -0.91 -0.11
S -1.79 -2.55 -0.07
C -0.82 1.32 0.17
N -1.87 2.04 -0.29
H 3.43 -0.91 -1.24
H 3.17 0.19 0.28
H 1.14 -1.76 -0.96
H 1.08 0.12 1.50
H 0.36 -1.47 1.46
H -2.69 -0.44 -0.49
H -0.01 1.95 0.49
H -1.76 3.05 -0.45
H -2.66 1.60 -0.73
*
```

=====

The following is a quantum chemistry calculation of a 2-piece molecular cluster, C6H9O2 overall in a non-equilibrium geometry, from OMol25.

Computed properties:
ΔE to the lowest compared entry with this formula, charge and spin: 493.4 kJ/mol
Orbital gap: 5.316 eV
HOMO level: -2.751 eV

ORCA input file:
```
! wB97M-V def2-TZVPD RIJCOSX def2/J DEFGRID3
* xyz -1 1
O 0.22 -2.16 0.92
C 0.03 -1.09 1.53
O 0.07 -0.79 2.72
C -0.43 0.08 0.61
C 0.38 0.28 -0.54
C 0.18 1.32 -1.51
C -1.03 1.99 -1.56
C 1.36 1.64 -2.20
H -1.01 -0.37 -0.33
H -0.72 0.99 1.13
H 1.29 -0.31 -0.63
H -2.48 -3.94 -1.05
H -1.83 1.84 -0.85
H -1.16 2.74 -2.33
H 1.27 2.47 -2.89
H 2.33 1.22 -2.02
H -2.60 -3.55 -0.41
*
```

=====

The following is a quantum chemistry calculation of a 2-piece molecular cluster, C6H9O2 overall in a non-equilibrium geometry, from OMol25.

Computed properties:
ΔE to the lowest compared entry with this formula, charge and spin: 112.6 kJ/mol
Orbital gap: 7.115 eV
HOMO level: -3.978 eV

ORCA input file:
```
! wB97M-V def2-TZVPD RIJCOSX def2/J DEFGRID3
* xyz -1 1
C 0.95 -1.79 0.92
C 1.75 -2.22 1.73
C -0.01 -1.28 -0.06
C 2.71 -2.73 2.71
H 0.02 -1.88 -0.98
H 0.23 -0.23 -0.32
H -1.03 -1.31 0.36
H 3.21 -3.64 2.32
H 3.48 -1.97 2.93
H 2.20 -3.00 3.65
O -1.84 1.12 -2.46
O -0.23 2.35 -1.43
C -1.37 2.17 -1.94
C -2.34 3.38 -1.88
H -2.91 3.33 -0.93
H -1.79 4.33 -1.91
H -3.05 3.36 -2.72
*
```

=====

The following is a quantum chemistry calculation of an isolated ion of composition C6H9O5P and charge -2 in a non-equilibrium geometry, from OMol25.

Computed properties:
ΔE to the lowest compared entry with this formula, charge and spin: 182.5 kJ/mol
Orbital gap: 5.662 eV
HOMO level: 0.161 eV

ORCA input file:
```
! wB97M-V def2-TZVPD RIJCOSX def2/J DEFGRID3
* xyz -2 1
C 0.58 -2.62 -0.34
C 0.47 -1.09 -0.10
C 1.77 -0.46 -0.64
C -0.83 -0.42 -0.49
O -1.76 -0.72 -1.22
C -0.87 1.27 0.33
C -1.73 2.05 -0.27
O -2.39 1.83 -1.48
P 0.09 1.47 1.96
O -0.76 2.45 2.81
O 0.07 0.01 2.44
O 1.32 2.14 1.43
H -0.49 -2.98 -0.13
H 1.30 -2.85 0.31
H 0.89 -2.65 -1.39
H 0.22 -0.78 0.99
H 2.07 -0.75 -1.73
H 1.75 0.65 -0.50
H 2.42 -0.77 0.06
H -2.10 3.12 -0.01
H -2.03 1.09 -2.01
*
```

=====

The following is a quantum chemistry calculation of an isolated molecule of C6H9P3 in a non-equilibrium geometry, from OMol25.

Computed properties:
ΔE to the lowest compared entry with this formula, charge and spin: 0.0 kJ/mol
Orbital gap (spin up / spin down): 6.675 / 6.805 eV
HOMO level (spin up / spin down): -7.812 / -7.856 eV

ORCA input file:
```
! wB97M-V def2-TZVPD RIJCOSX def2/J DEFGRID3
* xyz 0 1
C 2.56 -0.39 -0.91
C 1.67 -1.43 -0.30
C 0.30 -0.69 -0.11
P -1.05 -1.74 -0.06
C -2.44 -0.49 0.29
P -2.22 0.96 -0.79
C -0.85 1.68 0.22
C 0.45 0.64 0.03
P 2.07 1.28 -0.23
H 3.60 -0.67 -0.80
H 2.39 -0.27 -1.92
H 1.93 -1.53 0.71
H 1.55 -2.42 -0.68
H -3.24 -1.01 -0.09
H -2.54 -0.36 1.41
H -3.26 1.87 -0.10
H -1.12 1.78 1.19
H -0.72 2.69 -0.14
*
```

=====

| no. | energy (eV) |
| --- | --- |
| 1 | -77292.3568 |
| 2 | -13997.3356 |
| 3 | -16043.3026 |
| 4 | -16045.4498 |
| 5 | -247116.4433 |
| 6 | -20737.8017 |
| 7 | -20738.4960 |
| 8 | -18691.0499 |
| 9 | -18692.3783 |
| 10 | -18691.8520 |
| 11 | -10458.9042 |
| 12 | -10462.8507 |
| 13 | -25892.9878 |
| 14 | -34231.2730 |